[1]
# C5H9NiO3

A molecular structure, C5H9NiO3 at a distorted geometry (the ωB97M-V functional and the def2-TZVPD basis, the Open Molecules 2025 dataset).

Computed properties:
Spin multiplicity: 3
Charge: +1
HOMO level (alpha / beta) (eV): -13.8 / -13.8
LUMO energy (alpha / beta) (Ha): -0.1676 / -0.2243

```
18
Properties=species:S:1:pos:R:3:forces:R:3
H -4.4974 -0.6405 -1.5040 0.14 0.06 -0.17
O -1.4493 -0.8967 -1.8489 -1.51 -0.09 -0.60
C -2.4444 -0.2525 -1.5235 -0.46 0.39 0.14
H -2.3800 0.4372 -0.6621 0.04 -0.18 -0.16
H -4.0051 0.6745 -2.5592 0.03 -0.22 0.05
C -3.7277 -0.3406 -2.2332 -0.02 -0.03 -0.08
H -3.6869 -1.0345 -3.0776 -0.03 0.17 0.21
C 2.0110 -0.8665 -0.4483 0.41 1.95 2.75
O 1.1188 0.0800 -0.0041 0.16 -1.66 -1.53
Ni 0.2152 -1.0785 -1.1754 1.63 -0.64 -0.11
O 3.0750 -0.7297 0.2148 -1.93 -0.68 -1.76
C 2.4099 0.7632 1.1993 2.36 3.31 2.68
C 2.0557 0.3351 2.6068 -0.40 -1.00 -0.57
H 1.9548 1.7291 0.9496 -0.84 -0.69 -0.42
H 3.4460 1.1212 1.1457 0.16 -1.04 -0.06
H 0.9754 0.1766 2.7210 0.28 0.09 0.01
H 2.3637 1.1188 3.3125 0.04 -0.04 -0.36
H 2.5652 -0.5961 2.8865 -0.06 0.30 -0.03
```
Positions in Å, forces in eV/Å.

In the natural (NBO) picture, each atom carries the following charge in e:
1 H 0.28
2 O -0.70
3 C 0.54
4 H 0.17
5 H 0.28
6 C -0.74
7 H 0.26
8 C 0.37
9 O -0.76
10 Ni 1.36
11 O -0.51
12 C -0.03
13 C -0.66
14 H 0.20
15 H 0.21
16 H 0.21
17 H 0.26
18 H 0.24


[2]
# C4H4O2S

C4H4O2S in the gas phase at a distorted geometry (the ωB97M-V functional and the def2-TZVPD basis, the Open Molecules 2025 dataset).

Computed properties:
Spin multiplicity: 1
HOMO level (eV): -7.6
LUMO energy (Ha): 0.0179
Structure (SMILES): Oc1ccc(S)o1

```
11
Properties=species:S:1:pos:R:3:forces:R:3
O -0.4281 1.4066 -2.0652 4.49 2.08 0.19
C -0.3904 0.5611 -0.9892 1.11 2.67 -3.05
C -1.4100 0.1369 -0.2405 -0.30 0.83 1.65
C -0.6628 -0.5919 0.7197 2.72 -1.15 2.61
C 0.7519 -0.5469 0.4860 -3.65 0.05 -0.05
S 2.2724 -1.2820 0.9303 -0.53 -0.32 1.35
O 0.8846 0.2080 -0.6472 -1.46 -0.14 -0.48
H 0.6025 1.9541 -2.1084 -4.73 -2.62 0.25
H -2.4377 0.6008 0.0024 1.93 -1.08 -1.17
H -1.0793 -0.8729 1.6833 0.11 -0.56 -0.33
H 1.8969 -1.5736 2.2288 0.32 0.25 -0.96
```
Positions in Å, forces in eV/Å.

In the natural (NBO) picture, each atom carries the following charge in e:
1 O -0.67
2 C 0.58
3 C -0.40
4 C -0.29
5 C 0.05
6 S 0.05
7 O -0.45
8 H 0.49
9 H 0.26
10 H 0.22
11 H 0.15


So what do the calculations give for ΔE to the lowest compared entry with this formula, charge and spin? Going down the list: 9.6 253.7 kJ/mol.